{"formula": "C21H15F4N2", "method": "wB97M-V/def2-TZVPD", "e_above_lowest_kj_mol": 0.0, "homo_lumo_gap_ev": 9.38, "smiles": "Cc1[nH+]c2ccccc2n1C(c1cc(F)cc(F)c1)c1cc(F)cc(F)c1", "lumo_energy_ev": -3.179, "total_charge": 1, "elements": ["F", "C", "C", "C", "F", "C", "C", "C", "C", "C", "C", "F", "C", "C", "F", "C", "C", "H", "H", "H", "H", "H", "H", "H", "C", "C", "N", "C", "C", "C", "C", "C", "C", "N", "H", "H", "H", "H", "H", "H", "H", "H"], "coordinates": [[-2.956, -3.605, 1.001], [-2.161, -3.062, 0.012], [-1.528, -3.928, -0.868], [-0.585, -3.348, -1.712], [0.073, -4.148, -2.618], [-0.255, -2.000, -1.663], [-0.940, -1.151, -0.786], [-0.495, 0.292, -0.835], [-1.379, 1.361, -0.221], [-1.634, 2.550, -0.923], [-2.419, 3.530, -0.316], [-2.484, 4.776, -0.903], [-3.068, 3.335, 0.905], [-2.751, 2.158, 1.575], [-3.377, 1.888, 2.780], [-1.843, 1.213, 1.082], [-1.970, -1.675, 0.009], [-1.740, -4.995, -0.877], [0.522, -1.602, -2.317], [-0.495, 0.527, -1.902], [-1.189, 2.725, -1.909], [-3.723, 4.087, 1.338], [-1.505, 0.374, 1.697], [-2.563, -1.040, 0.667], [1.552, 2.136, -2.062], [1.753, 1.282, -0.872], [0.867, 0.432, -0.354], [1.461, -0.239, 0.756], [2.764, 0.217, 0.813], [3.754, -0.418, 1.544], [3.378, -1.557, 2.268], [2.043, -2.004, 2.261], [1.058, -1.343, 1.505], [2.902, 1.171, -0.208], [0.730, 1.748, -2.680], [1.308, 3.168, -1.765], [2.479, 2.131, -2.663], [4.768, -0.020, 1.513], [4.120, -2.110, 2.848], [1.762, -2.880, 2.845], [0.016, -1.665, 1.466], [3.750, 1.687, -0.430]], "lowdin_charge": [0.06, -0.21, 0.09, -0.21, 0.06, 0.04, -0.17, -0.17, -0.15, 0.04, -0.21, 0.06, 0.09, -0.20, 0.05, 0.03, 0.04, 0.15, 0.14, 0.14, 0.12, 0.15, 0.13, 0.12, 0.04, -0.22, 0.11, -0.10, -0.16, 0.01, -0.04, -0.03, 0.03, 0.21, 0.09, 0.12, 0.11, 0.13, 0.12, 0.12, 0.11, 0.19]}

{"formula": "C21H23N3O3", "method": "wB97M-V/def2-TZVPD", "e_above_lowest_kj_mol": 317.1, "homo_lumo_gap_ev": 8.47, "smiles": "COc1ccc(/C=C/C(=O)NCC(=O)N/N=C(\\C)Cc2ccccc2)cc1", "lumo_energy_ev": 0.031, "total_charge": 0, "elements": ["C", "H", "O", "C", "C", "C", "C", "C", "C", "H", "H", "C", "C", "C", "O", "N", "H", "C", "C", "O", "N", "N", "C", "C", "C", "C", "C", "C", "C", "C", "H", "H", "H", "H", "H", "H", "H", "C", "H", "H", "H", "H", "H", "H", "H", "H", "H", "H", "H", "H"], "coordinates": [[-9.814, -0.670, -0.741], [-10.656, -1.330, -0.945], [-8.695, -1.513, -0.599], [-7.488, -0.956, -0.331], [-6.419, -1.849, -0.199], [-5.152, -1.395, 0.075], [-4.895, -0.027, 0.227], [-5.969, 0.853, 0.086], [-7.247, 0.407, -0.186], [-8.045, 1.126, -0.283], [-5.801, 1.916, 0.197], [-3.580, 0.509, 0.516], [-2.472, -0.194, 0.781], [-1.161, 0.378, 1.118], [-0.328, -0.249, 1.763], [-0.922, 1.645, 0.697], [-1.519, 2.057, 0.000], [0.321, 2.323, 0.995], [1.453, 1.890, 0.044], [1.823, 2.585, -0.883], [1.920, 0.664, 0.353], [2.817, -0.084, -0.370], [3.935, 0.380, -0.752], [4.798, -0.563, -1.545], [5.998, -0.959, -0.725], [5.817, -1.696, 0.439], [6.900, -2.054, 1.220], [8.180, -1.677, 0.846], [8.369, -0.942, -0.310], [7.282, -0.583, -1.090], [7.438, -0.009, -1.994], [9.364, -0.645, -0.607], [9.027, -1.956, 1.456], [6.748, -2.627, 2.123], [4.816, -1.984, 0.727], [4.210, -1.446, -1.797], [5.118, -0.069, -2.465], [4.506, 1.727, -0.451], [4.015, 2.482, -1.066], [5.577, 1.742, -0.635], [4.310, 1.988, 0.590], [1.346, 0.092, 0.980], [0.173, 3.398, 0.889], [0.600, 2.083, 2.025], [-2.491, -1.272, 0.841], [-3.538, 1.592, 0.537], [-4.349, -2.108, 0.168], [-6.620, -2.902, -0.317], [-10.012, -0.106, 0.176], [-9.689, 0.025, -1.577]], "lowdin_charge": [-0.08, 0.09, -0.08, -0.27, 0.01, -0.02, -0.23, -0.03, -0.02, 0.10, 0.11, -0.04, 0.01, -0.48, 0.04, 0.08, 0.14, -0.08, -0.46, 0.04, 0.06, 0.11, -0.33, -0.10, -0.24, -0.04, -0.08, -0.10, -0.09, -0.05, 0.11, 0.10, 0.10, 0.10, 0.11, 0.12, 0.12, -0.01, 0.08, 0.08, 0.09, 0.11, 0.13, 0.13, 0.11, 0.11, 0.11, 0.12, 0.10, 0.10]}

{"formula": "C3Li2NaO3", "method": "wB97M-V/def2-TZVPD", "e_above_lowest_kj_mol": 158.7, "homo_lumo_gap_ev": 6.31, "lumo_energy_ev": -4.477, "total_charge": 1, "elements": ["O", "C", "O", "Li", "Li", "C", "C", "O", "Na"], "coordinates": [[-0.348, -0.214, 2.602], [-0.741, -0.626, 1.538], [-0.942, -1.664, 0.958], [-0.726, -1.652, -0.989], [0.468, 1.664, 2.166], [-0.317, 0.907, 0.310], [0.350, 0.813, -0.739], [0.692, 0.140, -1.751], [1.564, 0.632, -4.095]], "lowdin_charge": [-0.01, -0.58, -0.01, 0.84, 0.77, -0.14, -0.48, -0.26, 0.88]}

{"formula": "CH5N8O3", "method": "wB97M-V/def2-TZVPD", "e_above_lowest_kj_mol": 143.7, "homo_lumo_gap_ev": [7.33, 6.80], "lumo_energy_ev": [3.691, 3.663], "total_charge": -1, "elements": ["C", "N", "N", "N", "N", "N", "N", "N", "N", "O", "O", "O", "H", "H", "H", "H", "H"], "coordinates": [[-1.030, 0.831, 2.021], [-0.807, 0.962, 3.143], [2.584, -1.209, 0.582], [-1.522, 0.730, 0.795], [1.543, -0.500, 1.123], [-0.710, 0.341, -1.522], [-0.963, -0.058, -0.217], [-0.284, -1.155, 0.253], [-1.219, 1.464, -1.888], [0.151, -1.957, -0.766], [-2.046, 2.197, -1.234], [-0.942, 1.842, -3.034], [2.973, -0.657, -0.206], [2.408, -2.280, 0.417], [-1.829, 1.652, 0.116], [1.370, -0.815, 1.961], [0.324, -1.388, -1.545]], "lowdin_charge": [-0.39, 0.09, -0.12, 0.03, -0.05, 0.11, -0.21, -0.05, -0.50, -0.09, -0.08, -0.07, 0.07, 0.11, 0.14, -0.05, 0.07]}